# 1
{
  "formula": "C3H7F2N2",
  "method": "ωB97M-V with the def2-TZVPD basis set",
  "multiplicity": 1,
  "max_force_ev_per_a": 4.6,
  "relative_energy_ev": 0.000,
  "e_lumo_ev": -3.863,
  "total_charge": 1,
  "e_tot_ha": -427.504060,
  "smiles": "CC(F)(F)C(N)=[NH2+]",
  "homo_lumo_gap_ev": 12.5,
  "elements": ["C", "C", "C", "N", "N", "F", "F", "H", "H", "H", "H", "H", "H", "H"],
  "positions_angstrom": [[-0.360, -0.701, 0.518], [1.512, 1.002, -0.550], [1.230, -0.258, 0.279], [-0.819, -1.750, -0.113], [-1.110, 0.119, 1.206], [1.809, -0.198, 1.454], [1.638, -1.281, -0.439], [2.478, 0.787, -0.839], [0.935, 0.963, -1.373], [1.442, 1.948, 0.012], [-0.245, -2.445, -0.531], [-1.813, -2.054, -0.140], [-0.903, 0.959, 1.672], [-2.126, -0.200, 1.380]]
}

# 2
{
  "formula": "C18H19F4N2O3",
  "method": "ωB97M-V with the def2-TZVPD basis set",
  "multiplicity": 1,
  "max_force_ev_per_a": 10.5,
  "e_lumo_ev": -4.291,
  "total_charge": 1,
  "e_tot_ha": -1431.542532,
  "homo_lumo_gap_ev": 7.5,
  "elements": ["O", "C", "F", "N", "C", "O", "F", "C", "C", "N", "C", "C", "O", "H", "H", "H", "H", "H", "H", "H", "H", "H", "F", "C", "C", "C", "C", "C", "C", "H", "H", "H", "H", "H", "F", "C", "C", "C", "C", "C", "C", "H", "H", "H", "H", "H"],
  "positions_angstrom": [[1.033, -4.944, -0.098], [0.126, -3.998, 0.160], [-1.132, -4.431, 0.874], [0.197, -2.541, -0.238], [-0.107, -2.322, -1.707], [-1.315, -1.798, -2.047], [0.876, -2.665, -2.771], [1.480, -1.869, 0.199], [1.091, -0.281, 0.509], [0.267, -0.096, 1.770], [0.394, -1.278, 2.754], [1.965, -1.795, 2.595], [2.170, -2.513, 1.327], [2.252, -1.846, -0.707], [0.443, 0.121, -0.400], [2.094, 0.354, 0.605], [0.692, 0.727, 2.293], [-0.724, 0.167, 1.577], [0.112, -0.982, 3.857], [-0.365, -2.097, 2.331], [2.720, -0.903, 2.689], [2.157, -2.554, 3.466], [-2.114, 1.081, 2.549], [-3.390, 1.375, 2.268], [-3.715, 2.649, 1.814], [-5.043, 2.954, 1.517], [-6.034, 1.985, 1.688], [-5.699, 0.711, 2.150], [-4.370, 0.402, 2.436], [-2.933, 3.391, 1.695], [-5.306, 3.944, 1.154], [-7.071, 2.225, 1.461], [-6.473, -0.041, 2.286], [-4.090, -0.585, 2.787], [3.330, 1.158, -0.886], [3.324, 1.305, -2.218], [3.031, 2.548, -2.768], [3.030, 2.703, -4.154], [3.311, 1.609, -4.976], [3.599, 0.364, -4.415], [3.612, 0.212, -3.029], [2.807, 3.384, -2.113], [2.809, 3.673, -4.593], [3.305, 1.729, -6.057], [3.814, -0.487, -5.057], [3.842, -0.746, -2.575]]
}

# 3
{
  "formula": "H12O6",
  "method": "ωB97M-V with the def2-TZVPD basis set",
  "multiplicity": 1,
  "max_force_ev_per_a": 2.1,
  "relative_energy_ev": 1.771,
  "e_lumo_ev": 0.220,
  "total_charge": 0,
  "e_tot_ha": -458.607402,
  "smiles": "O.O.O.O.O.O",
  "homo_lumo_gap_ev": 11.0,
  "elements": ["O", "H", "H", "O", "H", "H", "O", "H", "H", "O", "H", "H", "O", "H", "H", "O", "H", "H"],
  "positions_angstrom": [[-2.323, 3.449, 1.453], [-2.153, 2.482, 1.370], [-3.176, 3.207, 1.853], [1.104, 0.065, 4.217], [0.677, -0.399, 4.941], [1.179, 1.003, 4.446], [-3.005, 0.770, 2.180], [-3.663, 0.296, 1.655], [-2.869, 0.120, 2.908], [2.750, -4.684, -2.251], [2.426, -4.056, -2.904], [2.415, -4.408, -1.397], [1.944, -2.019, -3.166], [1.195, -1.450, -2.925], [2.571, -1.393, -3.549], [-0.223, 2.315, -2.624], [0.439, 2.910, -2.256], [-1.056, 2.765, -2.396]]
}

# 4
{
  "formula": "CH14N2O6Pt",
  "method": "ωB97M-V with the def2-TZVPD basis set",
  "multiplicity": 4,
  "max_force_ev_per_a": 4.9,
  "e_lumo_ev": [-2.603, -3.144],
  "total_charge": 1,
  "e_tot_ha": -726.365518,
  "homo_lumo_gap_ev": [3.8, 9.9],
  "elements": ["Pt", "C", "O", "N", "N", "H", "H", "H", "H", "O", "H", "H", "O", "H", "H", "O", "H", "H", "O", "H", "H", "O", "H", "H"],
  "positions_angstrom": [[0.859, 0.123, -0.354], [-1.973, -0.583, 1.286], [-1.029, -0.311, 0.580], [-2.545, -1.788, 1.461], [-2.746, 0.226, 1.949], [-3.330, -1.812, 2.095], [-2.396, -2.560, 0.826], [-2.804, 1.125, 1.492], [-3.447, -0.131, 2.582], [0.569, -1.573, -1.684], [1.124, -2.249, -2.072], [-0.239, -1.603, -2.197], [2.578, 0.980, -1.576], [3.511, 0.905, -1.778], [2.193, 1.372, -2.359], [-0.390, 1.156, -1.833], [-0.026, 1.637, -2.576], [-1.287, 1.481, -1.753], [0.922, 2.002, 0.817], [0.400, 2.400, 1.513], [1.759, 2.465, 0.850], [2.463, -1.000, 0.680], [2.529, -0.887, 1.628], [3.305, -1.376, 0.424]]
}